[1]
The following is a DFT calculation (ωB97M-V/def2-TZVPD) of a molecular structure, C13H28BCl2O12Si2.

Orbital gap (eV): 7.773
Highest occupied orbital energy (Eh): -0.2085
Lowest unoccupied orbital energy (eV): 2.0998
Calculated total energy (eV): -79983.0526
Charge: -1

Cartesian coordinates (Å):
C (3.5346, -1.3153, 2.7072)
C (3.2606, -0.1520, 1.7361)
C (1.7774, -0.1271, 1.2499)
Si (1.4729, -1.4679, -0.0347)
O (1.5723, -3.0287, 0.5931)
C (2.8416, -1.3681, -1.3588)
C (2.8753, -0.0304, -2.1052)
O (3.1678, 1.1109, -1.2660)
C (4.4802, 1.4080, -1.2051)
O (5.3415, 0.6164, -1.1006)
C (4.7770, 2.9023, -1.3087)
C (4.8883, 3.4608, 0.1369)
O (0.0429, -1.3155, -0.8766)
Si (-1.3683, -1.0868, 0.0412)
C (-1.8228, 0.7379, -0.0581)
C (-3.0872, 1.1548, 0.7350)
C (-3.9123, 2.2236, 0.0264)
O (-3.2748, 3.5049, 0.0762)
C (-1.2806, -1.8190, 1.8150)
C (-2.6472, -2.1943, 2.3469)
O (-3.1164, -3.2245, 2.1964)
Cl (-3.5988, -1.0051, 3.3156)
B (-2.8224, -2.1006, -0.9025)
O (-2.4032, -3.2404, -1.5775)
O (-4.1468, -1.7163, -0.8979)
H (3.3148, -2.2925, 2.2747)
H (3.0426, -1.1616, 3.6718)
H (4.6132, -1.3126, 2.9226)
H (3.4788, 0.7951, 2.2439)
H (3.9708, -0.2273, 0.9100)
H (1.5337, 0.8739, 0.8786)
H (1.1874, -0.2438, 2.1701)
H (2.2479, -3.5168, 0.1054)
H (3.8301, -1.5445, -0.9214)
H (2.6295, -2.1830, -2.0655)
H (1.9688, 0.1587, -2.6830)
H (3.6809, -0.0768, -2.8513)
H (5.6629, 3.0843, -1.9133)
H (3.9061, 3.3566, -1.7928)
H (5.5229, 2.7677, 0.6999)
H (5.4439, 4.4014, 0.0822)
H (3.9219, 3.5862, 0.6217)
H (-2.0480, 0.9322, -1.1177)
H (-0.9877, 1.4158, 0.1742)
H (-3.7488, 0.2829, 0.7895)
H (-2.8778, 1.4823, 1.7576)
H (-4.2181, 1.9104, -0.9780)
H (-4.8498, 2.2917, 0.6031)
H (-3.9793, 4.1604, 0.0599)
H (-0.6904, -2.7347, 1.8952)
H (-0.9252, -1.0293, 2.4894)
H (-2.9400, -4.0036, -1.3150)
H (-4.4983, -1.9013, -0.0120)
O (-7.0645, -1.3867, -1.7232)
Cl (-6.9489, -0.2420, -2.5980)
O (-8.2594, 0.3300, -2.8164)
O (-6.3839, -0.6520, -3.8628)
O (-6.0875, 0.7511, -1.9835)

Löwdin atomic charge list, values in e, 6 entries: number 1, C, carries -0.11; number 2, C, carries -0.29; number 3, C, carries -0.21; number 4, Si, carries 0.37; number 5, O, carries -0.13; number 6, C, carries -0.17

[2]
The following is a DFT calculation (ωB97M-V/def2-TZVPD) of 3 unconnected molecules or ions with the total composition C13H28BF3N5O9S2.

Orbital gap (eV): 8.905
Highest occupied orbital energy (Eh): -0.4488
Lowest unoccupied orbital energy (eV): -3.3067
Calculated total energy (eV): -70306.4903
Charge: +1

Cartesian coordinates (Å):
N (-4.2090, -0.6738, -0.8927)
B (-4.5511, 0.2858, -1.8609)
O (-5.8178, 0.4142, -2.3523)
C (-3.4222, 1.2091, -2.5276)
N (-3.6873, 2.4479, -2.9023)
C (-2.5526, 2.9262, -3.4385)
N (-2.4229, 4.1415, -3.9501)
C (-3.5078, 5.1294, -3.9446)
C (-3.7183, 5.7697, -2.5692)
C (-4.9855, 6.5029, -2.4107)
O (-4.6274, 5.1536, -1.7503)
N (-1.5933, 1.9828, -3.4026)
N (-2.1512, 0.8771, -2.8069)
C (-1.4814, -0.3827, -2.5879)
O (-0.6676, -0.4072, -1.4308)
C (0.4448, 0.3772, -1.4470)
F (1.4433, -0.2326, -0.8858)
F (0.8184, 0.7061, -2.6984)
F (0.2232, 1.5033, -0.7913)
H (-5.0120, -1.1011, -0.4492)
H (-3.5139, -0.4212, -0.2029)
H (-6.2301, 1.2669, -2.1739)
H (-1.5517, 4.4159, -4.3704)
H (-4.4488, 4.6608, -4.2155)
H (-3.2241, 5.9407, -4.6090)
H (-2.8336, 6.2154, -2.1044)
H (-5.8185, 6.1898, -3.0218)
H (-5.1678, 7.0810, -1.5202)
H (-0.6515, 2.0447, -3.7516)
H (-0.9571, -0.7059, -3.4822)
H (-2.2698, -1.1033, -2.3996)
O (0.5134, -5.9235, 2.4107)
S (-0.2423, -4.8617, 2.9984)
O (-1.5918, -4.6355, 2.5767)
O (0.5772, -3.5101, 2.8528)
C (1.0681, -3.1770, 1.5328)
C (-0.0371, -2.6468, 0.6399)
C (-0.1888, -4.9774, 4.7503)
H (1.5469, -4.0486, 1.0851)
H (1.8448, -2.4352, 1.7037)
H (-0.7588, -3.4328, 0.4160)
H (0.3824, -2.2977, -0.2954)
H (-0.5766, -1.8345, 1.1294)
H (0.8445, -5.1032, 5.0598)
H (-0.7804, -5.8467, 5.0276)
H (-0.6201, -4.0746, 5.1733)
O (3.8539, -1.5866, 2.1736)
S (5.0642, -0.9657, 1.7170)
O (6.0147, -1.7349, 0.9811)
O (5.7687, -0.2686, 2.9465)
C (5.9971, -1.0688, 4.1369)
C (7.1906, -1.9887, 3.9963)
C (4.6912, 0.5006, 0.8205)
H (5.0880, -1.6198, 4.3787)
H (6.1616, -0.3417, 4.9283)
H (7.0057, -2.7726, 3.2635)
H (7.4043, -2.4590, 4.9557)
H (8.0681, -1.4309, 3.6714)
H (3.9972, 1.1012, 1.4020)
H (4.2401, 0.1899, -0.1187)
H (5.6178, 1.0367, 0.6368)

Löwdin atomic charge list, values in e, 6 entries: number 1, N, carries 0.23; number 2, B, carries -0.55; number 3, O, carries 0.17; number 4, C, carries -0.08; number 5, N, carries 0.24; number 6, C, carries -0.31

[3]
The following is a DFT calculation (ωB97M-V/def2-TZVPD) of 2 unconnected molecules or ions with the total composition C13H28F4N2O5P.

Energy above the lowest of the compared OMol25 structures with the same formula, charge and spin (kcal per mole): 0.0
Orbital gap (eV): 10.244
Highest occupied orbital energy (Eh): -0.4573
Lowest unoccupied orbital energy (eV): -2.2006
Calculated total energy (eV): -47306.3635
Charge: +1

Cartesian coordinates (Å):
C (-5.1716, -2.8574, 2.0429)
C (-4.4376, -3.4020, 0.8114)
C (-3.0870, -2.7448, 0.7302)
F (-2.3534, -3.1786, 1.7999)
N (-2.3339, -3.0331, -0.4962)
C (-3.1213, -3.0908, -1.7210)
C (-3.8713, -1.8111, -2.0691)
O (-3.4166, -1.3486, -3.3415)
C (-3.8678, -0.0653, -3.6408)
C (-2.8087, 0.9612, -3.3367)
F (-1.6548, 0.7038, -3.9930)
F (-2.5171, 1.0140, -2.0135)
F (-3.2465, 2.1944, -3.7028)
C (-1.2120, -2.2467, -0.6777)
O (-0.8122, -1.8036, -1.7395)
O (-0.4827, -2.0408, 0.4905)
P (0.0665, -0.5566, 0.7523)
O (1.4658, -0.5854, 1.2175)
H (-6.0753, -3.4156, 2.2196)
H (-4.5391, -2.8390, 2.9144)
H (-5.4872, -1.8418, 1.8268)
H (-4.3134, -4.4659, 0.9465)
H (-5.0652, -3.1920, -0.0395)
H (-3.2148, -1.6707, 0.8738)
H (-3.8353, -3.8943, -1.6656)
H (-2.4897, -3.3240, -2.5596)
H (-4.9389, -1.9938, -2.1353)
H (-3.6795, -1.0303, -1.3415)
H (-4.1085, 0.0103, -4.6910)
H (-4.7628, 0.2131, -3.0926)
H (-0.0240, 0.2190, -0.4076)
H (-0.7479, 0.0676, 1.7082)
C (3.9162, 1.3230, 2.0818)
N (4.1000, 2.2285, 0.8937)
C (2.7450, 2.5276, 0.3497)
C (4.8888, 1.5154, -0.1475)
C (4.7416, 3.5434, 1.2605)
C (6.1651, 3.4954, 1.7597)
O (6.2341, 2.7499, 2.9642)
H (3.2189, 0.5347, 1.7948)
H (4.8707, 0.8935, 2.3525)
H (3.5081, 1.9070, 2.8999)
H (2.2974, 1.5793, 0.0754)
H (2.8396, 3.1747, -0.5190)
H (2.1609, 3.0151, 1.1253)
H (5.8496, 1.2300, 0.2674)
H (5.0216, 2.1752, -1.0016)
H (4.3376, 0.6250, -0.4381)
H (4.0940, 3.9902, 2.0130)
H (4.7096, 4.1538, 0.3591)
H (6.4698, 4.5294, 1.9434)
H (6.8385, 3.0774, 1.0049)
H (7.1367, 2.7799, 3.2911)

Löwdin atomic charge list, values in e, 6 entries: number 1, C, carries -0.07; number 2, C, carries -0.17; number 3, C, carries -0.34; number 4, F, carries 0.04; number 5, N, carries 0.05; number 6, C, carries -0.11

[4]
The following is a DFT calculation (ωB97M-V/def2-TZVPD) of a single C13H28O5Si molecule.

Orbital gap (eV): 10.346
Highest occupied orbital energy (Eh): -0.3584
Lowest unoccupied orbital energy (eV): 0.5941
Calculated total energy (eV): -32051.0505
Charge: 0

Cartesian coordinates (Å):
C (3.7132, 2.7022, 0.9034)
C (4.2300, 1.5439, 0.0486)
C (3.1507, 0.9568, -0.8686)
C (2.4248, -0.1816, -0.1840)
O (1.3453, -0.5813, -1.0273)
C (0.6619, -1.7733, -0.7777)
C (-0.7746, -1.5960, -1.2559)
C (-1.2998, -0.1775, -1.0720)
O (-2.7166, -0.2068, -1.2260)
Si (-3.6115, 0.8096, -0.2708)
C (-5.3812, 0.7217, -0.8521)
C (-2.9565, 2.5689, -0.4126)
C (-3.5164, 0.2778, 1.5286)
C (0.7315, -2.2632, 0.6668)
O (0.0769, -1.3335, 1.4970)
C (0.3221, -1.5193, 2.8793)
O (1.2446, -2.8639, -1.5583)
C (2.3752, -2.6078, -2.2687)
O (2.4145, -2.6410, -3.4499)
H (3.6608, 3.6274, 0.3253)
H (4.3498, 2.8825, 1.7716)
H (2.7064, 2.4908, 1.2764)
H (5.0859, 1.8698, -0.5459)
H (4.6037, 0.7545, 0.7118)
H (3.5943, 0.5772, -1.7929)
H (2.4228, 1.7241, -1.1492)
H (3.1231, -1.0109, -0.0181)
H (2.0202, 0.1405, 0.7821)
H (-1.4291, -2.2800, -0.7118)
H (-0.8055, -1.8611, -2.3139)
H (-1.0189, 0.1939, -0.0801)
H (-0.8698, 0.4935, -1.8192)
H (-5.9004, 1.6555, -0.6209)
H (-5.9029, -0.0781, -0.3192)
H (-5.4669, 0.5174, -1.9211)
H (-2.3283, 2.6926, -1.2986)
H (-2.3886, 2.8754, 0.4687)
H (-3.8026, 3.2543, -0.5181)
H (-3.5791, 1.1579, 2.1750)
H (-2.5791, -0.2446, 1.7430)
H (-4.3449, -0.3896, 1.7776)
H (0.2311, -3.2396, 0.6927)
H (1.7709, -2.4208, 0.9800)
H (0.6260, -2.5475, 3.1004)
H (1.1075, -0.8384, 3.2260)
H (-0.5995, -1.3082, 3.4230)
H (3.2788, -2.5241, -1.6445)

Löwdin atomic charge list, values in e, 6 entries: number 1, C, carries -0.11; number 2, C, carries -0.25; number 3, C, carries -0.18; number 4, C, carries -0.20; number 5, O, carries -0.06; number 6, C, carries -0.45

[5]
The following is a DFT calculation (ωB97M-V/def2-TZVPD) of a molecular structure, C13H29AlF.

Orbital gap (eV): 8.008
Highest occupied orbital energy (Eh): -0.1832
Lowest unoccupied orbital energy (eV): 3.0233
Calculated total energy (eV): -23263.4867
Charge: -1

Cartesian coordinates (Å):
C (4.0350, -1.9793, 0.0996)
C (4.5640, -0.3993, 0.1158)
C (3.5142, 0.4050, -0.9079)
C (3.1855, 1.9236, -0.3655)
C (2.1887, 1.9854, 0.9364)
C (0.7605, 1.2010, 0.7553)
C (-0.2376, 1.8240, -0.3860)
C (-1.7400, 1.9629, 0.2550)
C (-2.9724, 1.7890, -0.8120)
C (-3.6872, 0.2791, -0.7473)
C (-2.7663, -0.8055, -1.5645)
C (-2.9042, -2.3285, -0.9005)
C (-1.8674, -2.5357, 0.3559)
Al (-2.6181, -2.0107, 2.1940)
F (-1.3479, -2.6009, 3.5214)
H (3.9715, -2.2615, -1.0584)
H (4.7614, -2.7176, 0.6442)
H (2.9303, -1.9876, 0.5213)
H (5.6724, -0.4086, -0.2943)
H (4.5548, 0.0833, 1.1818)
H (4.0855, 0.4356, -1.9526)
H (2.5466, -0.2454, -1.0345)
H (2.8415, 2.6133, -1.2708)
H (4.2311, 2.3731, -0.0076)
H (2.7723, 1.4428, 1.8246)
H (2.0289, 3.0983, 1.2817)
H (0.1872, 1.3095, 1.7965)
H (0.8731, 0.0241, 0.6007)
H (-0.2652, 1.1569, -1.3738)
H (0.0698, 2.9146, -0.7556)
H (-1.8260, 3.0281, 0.7529)
H (-1.9146, 1.1475, 1.1065)
H (-3.8304, 2.5395, -0.4861)
H (-2.7003, 2.0042, -1.9297)
H (-3.8900, -0.0292, 0.3662)
H (-4.7288, 0.3278, -1.3154)
H (-1.6282, -0.5391, -1.5051)
H (-3.0774, -0.7620, -2.6920)
H (-4.0207, -2.6005, -0.6655)
H (-2.5331, -3.0678, -1.7597)
H (-1.5566, -3.6758, 0.4083)
H (-0.8889, -1.8984, 0.1357)
H (-4.0545, -2.6001, 2.5208)
H (-2.7183, -0.4152, 2.4101)

Löwdin atomic charge list, values in e, 6 entries: number 1, C, carries -0.16; number 2, C, carries -0.26; number 3, C, carries -0.23; number 4, C, carries -0.23; number 5, C, carries -0.22; number 6, C, carries -0.21